1.
The following is a quantum chemistry calculation of a structure of composition C6H7LiN2O3, from the OMol25 dataset.

Properties
- orbital gap (eV) = 8.05
- LUMO level (eV) = -0.02
- HOMO level (eV) = -8.07

CARTESIAN COORDINATES (ANGSTROEM)
1 Li 0.32 -3.25 0.05
2 O 0.76 -2.48 1.59
3 N 0.49 -1.24 1.48
4 N -0.02 -0.89 0.36
5 O -0.28 -1.74 -0.61
6 C -0.34 0.49 0.16
7 C 0.01 1.46 1.11
8 C -0.33 2.78 0.88
9 C -1.00 3.15 -0.28
10 C -1.34 2.18 -1.22
11 C -1.01 0.85 -1.00
12 H 0.54 1.16 2.00
13 H -0.06 3.53 1.61
14 H -1.27 4.18 -0.45
15 H -1.85 2.46 -2.12
16 H -1.25 0.08 -1.72
17 O 1.84 -4.28 -0.68
18 H 2.44 -3.65 -1.08
19 H 2.37 -4.80 -0.07

***

2.
The following is a quantum chemistry calculation of a cluster of 22 separate species, C46H101F15N12O42S5 in total in a non-equilibrium geometry, from the OMol25 dataset.

Properties
- orbital gap (eV) = 8.59
- LUMO level (eV) = -4.13
- charge = +2
- HOMO level (eV) = -12.71

CARTESIAN COORDINATES (ANGSTROEM)
1 C -7.47 2.47 -0.14
2 C -7.60 2.75 1.32
3 O -8.58 3.24 1.86
4 N -6.31 2.66 2.11
5 H -6.28 1.85 2.80
6 H -5.57 2.31 1.47
7 C -5.86 3.93 2.75
8 H -7.03 1.47 -0.23
9 H -6.75 3.26 -0.47
10 H -8.45 2.48 -0.56
11 H -5.88 4.68 1.93
12 H -4.88 3.82 3.13
13 H -6.51 4.16 3.58
14 C 4.87 7.92 2.10
15 C 3.96 7.30 0.99
16 O 4.39 6.35 0.31
17 N 2.71 7.86 0.88
18 H 3.90 4.60 -0.38
19 H 2.50 8.68 1.41
20 C 1.68 7.48 -0.08
21 H 4.45 8.70 2.70
22 H 5.85 8.25 1.69
23 H 5.10 7.10 2.70
24 H 1.29 8.34 -0.63
25 H 0.72 7.06 0.40
26 H 2.12 6.64 -0.66
27 C 7.51 2.57 5.23
28 C 6.20 3.44 5.08
29 O 5.22 3.27 4.19
30 N 6.06 4.48 5.99
31 H 6.73 4.45 6.72
32 H 5.39 2.51 3.53
33 C 4.77 5.19 6.17
34 H 7.96 2.73 6.22
35 H 8.32 2.77 4.47
36 H 7.39 1.49 4.94
37 H 4.05 4.45 5.77
38 H 4.67 6.14 5.68
39 H 4.68 5.24 7.29
40 C 0.80 -1.26 -6.93
41 C -0.56 -1.45 -7.54
42 O -1.42 -0.67 -7.69
43 N -0.78 -2.92 -8.03
44 H 0.14 -3.21 -8.28
45 H -1.18 -3.40 -7.14
46 C -1.82 -3.31 -9.03
47 H 0.72 -1.19 -5.85
48 H 1.20 -0.31 -7.40
49 H 1.42 -2.12 -7.12
50 H -1.51 -3.03 -10.05
51 H -2.76 -2.87 -8.73
52 H -1.76 -4.37 -9.00
53 C 7.09 -0.64 7.03
54 C 6.87 -1.31 5.60
55 O 7.77 -1.74 4.90
56 N 5.57 -1.37 5.17
57 H 4.83 -1.20 5.86
58 H 4.16 0.62 3.69
59 C 5.19 -2.20 4.02
60 H 8.06 -0.16 6.99
61 H 7.03 -1.38 7.87
62 H 6.45 0.22 7.28
63 H 5.38 -3.31 4.11
64 H 5.77 -1.88 3.17
65 H 4.14 -2.06 3.80
66 C 0.82 4.08 -5.32
67 C -0.10 4.08 -4.13
68 O 0.03 4.93 -3.30
69 N -0.97 3.07 -4.02
70 H 1.48 4.92 -2.49
71 H -1.45 3.03 -3.16
72 C -0.97 1.85 -4.83
73 H 1.53 4.84 -5.21
74 H 0.35 4.20 -6.30
75 H 1.47 3.16 -5.32
76 H 0.11 1.56 -4.84
77 H -1.30 1.97 -5.84
78 H -1.51 1.09 -4.23
79 C 4.80 -6.02 -0.27
80 C 4.02 -4.99 -0.95
81 O 4.37 -4.73 -2.15
82 N 3.01 -4.33 -0.32
83 H 3.11 -4.53 0.66
84 H 3.41 -5.31 -3.63
85 C 2.57 -2.99 -0.63
86 H 5.61 -6.11 -0.95
87 H 4.35 -7.00 -0.35
88 H 5.11 -5.87 0.79
89 H 1.62 -2.98 -0.12
90 H 2.43 -2.84 -1.68
91 H 3.10 -2.17 -0.10
92 C -0.29 -5.04 -1.37
93 C -0.87 -6.43 -1.79
94 O -1.82 -6.70 -2.53
95 N -0.21 -7.50 -1.24
96 H -1.39 -6.82 0.40
97 H -0.59 -8.33 -1.61
98 C 1.19 -7.55 -0.63
99 H 0.38 -5.07 -0.56
100 H -1.14 -4.40 -1.20
101 H 0.22 -4.71 -2.30
102 H 1.94 -7.10 -1.32
103 H 1.42 -8.62 -0.61
104 H 1.22 -7.20 0.43
105 C -4.56 2.95 -5.07
106 C -4.77 1.49 -5.34
107 O -4.41 0.83 -6.23
108 N -5.38 0.77 -4.03
109 H -4.72 1.06 -3.30
110 H -6.18 1.36 -3.72
111 C -5.51 -0.74 -4.08
112 H -5.43 3.33 -4.63
113 H -4.32 3.46 -6.04
114 H -3.69 3.07 -4.45
115 H -5.18 -1.19 -3.18
116 H -4.99 -1.13 -4.97
117 H -6.57 -1.00 -4.25
118 C 2.15 2.45 7.48
119 C 2.50 1.03 7.02
120 O 3.62 0.61 6.79
121 N 1.39 0.26 6.83
122 H 0.47 0.69 6.76
123 H -2.76 2.44 4.62
124 C 1.49 -1.05 6.14
125 H 2.66 2.59 8.41
126 H 1.06 2.69 7.56
127 H 2.55 3.26 6.77
128 H 0.52 -1.52 6.27
129 H 2.27 -1.70 6.58
130 H 1.78 -0.82 5.08
131 C -0.71 -0.11 1.18
132 C 0.36 0.36 0.23
133 O 1.08 -0.17 -0.55
134 N 0.56 1.82 0.44
135 H 0.77 2.27 -0.47
136 H -0.22 2.31 0.86
137 C 1.76 1.99 1.40
138 H -1.03 -1.16 1.06
139 H -1.56 0.52 1.02
140 H -0.35 0.20 2.18
141 H 1.73 2.96 1.90
142 H 2.63 2.03 0.70
143 H 1.74 1.18 2.13
144 C -7.78 -5.22 -2.39
145 C -6.75 -4.25 -2.84
146 O -6.89 -3.45 -3.70
147 N -5.42 -4.24 -2.16
148 H -4.79 -4.12 -2.94
149 H -5.33 -3.30 -1.64
150 C -4.92 -5.50 -1.49
151 H -8.12 -4.94 -1.39
152 H -7.20 -6.12 -2.34
153 H -8.59 -5.13 -3.04
154 H -3.95 -5.20 -1.20
155 H -4.93 -6.24 -2.26
156 H -5.53 -5.75 -0.66
157 C -5.48 -2.77 1.56
158 F -6.06 -3.83 1.00
159 F -6.13 -2.54 2.67
160 F -4.25 -3.09 1.84
161 S -5.51 -1.21 0.42
162 O -5.62 -1.82 -0.89
163 O -6.70 -0.50 0.76
164 O -4.25 -0.60 0.80
165 C -0.88 4.18 3.07
166 F -1.58 3.30 2.34
167 F 0.13 4.70 2.30
168 F -1.74 5.19 3.36
169 S -0.15 3.50 4.63
170 O 0.37 4.63 5.29
171 O -1.37 2.97 5.30
172 O 0.71 2.41 4.21
173 C -1.85 -1.90 -4.17
174 F -2.47 -0.89 -4.83
175 F -0.52 -1.66 -4.25
176 F -2.16 -1.82 -2.92
177 S -2.49 -3.52 -4.70
178 O -2.10 -3.71 -6.06
179 O -1.84 -4.32 -3.75
180 O -3.89 -3.23 -4.47
181 C -0.94 -5.05 2.67
182 F -0.58 -4.89 3.94
183 F -1.72 -4.10 2.28
184 F 0.12 -5.14 1.87
185 S -1.94 -6.62 2.45
186 O -2.17 -6.43 0.90
187 O -1.20 -7.77 2.85
188 O -3.23 -6.43 3.01
189 C -3.19 4.48 -1.43
190 F -2.85 4.55 -2.70
191 F -2.42 5.17 -0.62
192 F -4.42 4.98 -1.36
193 S -3.22 2.71 -0.89
194 O -3.64 2.12 -2.14
195 O -1.84 2.42 -0.59
196 O -4.11 2.67 0.23
197 O -4.66 0.55 3.21
198 C -3.49 1.02 3.65
199 O -2.40 0.52 3.58
200 O -3.67 2.16 4.34
201 H -4.31 -0.17 2.67
202 O 0.70 -5.41 -5.18
203 C 1.68 -5.74 -4.30
204 O 2.79 -5.04 -4.35
205 O 1.62 -6.71 -3.55
206 H -0.21 -5.58 -4.78
207 O 8.59 3.02 -2.09
208 C 7.41 2.97 -1.37
209 O 7.18 2.41 -0.34
210 O 6.59 3.77 -1.93
211 H 9.20 2.42 -1.54
212 O 5.85 1.54 2.07
213 C 4.95 0.55 1.75
214 O 5.00 -0.12 0.74
215 O 3.98 0.39 2.68
216 H 6.43 1.68 1.30
217 O 2.05 2.74 -1.91
218 C 2.58 3.76 -1.51
219 O 3.60 3.68 -0.64
220 O 2.28 4.99 -1.97
221 H 5.72 3.52 -1.43

***

3.
The following is a quantum chemistry calculation of a cluster of 5 separate species, C7H20N4O11S in total in a non-equilibrium geometry, from the OMol25 dataset.

Properties
- orbital gap (eV) = 10.58
- SMILES = CCOS(C)(=O)=O.C[N+](=O)[O-].C[N+](=O)[O-].C[N+](=O)[O-].C[N+](=O)[O-]
- LUMO level (eV) = -0.28
- HOMO level (eV) = -10.86

CARTESIAN COORDINATES (ANGSTROEM)
1 C -0.28 -1.32 1.45
2 C -0.30 -2.71 0.91
3 O -0.12 -3.61 2.02
4 S -0.22 -5.27 1.76
5 C 1.38 -5.57 0.86
6 O 0.00 -5.99 3.03
7 O -1.36 -5.55 0.91
8 H 0.49 -1.29 2.22
9 H -1.19 -1.12 2.01
10 H -0.16 -0.51 0.74
11 H -1.28 -2.77 0.42
12 H 0.47 -2.86 0.15
13 H 1.57 -6.64 0.89
14 H 2.17 -5.04 1.38
15 H 1.28 -5.14 -0.14
16 C -0.74 2.07 1.32
17 N -1.48 2.03 2.62
18 O -1.74 3.09 3.21
19 O -1.71 0.95 3.17
20 H -1.43 1.72 0.55
21 H 0.22 1.57 1.40
22 H -0.55 3.13 1.17
23 C -2.99 -0.66 -2.39
24 N -2.09 0.42 -3.00
25 O -1.47 1.14 -2.23
26 O -2.13 0.55 -4.21
27 H -2.83 -0.77 -1.32
28 H -2.78 -1.53 -3.02
29 H -4.03 -0.35 -2.52
30 C 3.26 1.45 0.70
31 N 2.32 1.43 -0.45
32 O 2.50 2.22 -1.33
33 O 1.38 0.71 -0.47
34 H 4.06 2.19 0.73
35 H 3.74 0.47 0.73
36 H 2.74 1.71 1.62
37 C 0.15 4.15 -2.53
38 N 0.97 5.03 -1.56
39 O 1.01 4.66 -0.36
40 O 1.44 6.05 -2.02
41 H -0.33 3.32 -2.03
42 H 0.69 3.88 -3.44
43 H -0.67 4.76 -2.93

***

4.
The following is a quantum chemistry calculation of a structure of composition C10H26O10SV in a non-equilibrium geometry, from the OMol25 dataset.

Properties
- orbital gap (eV) = 4.07
- LUMO level (eV) = -0.60
- charge = -1
- HOMO level (eV) = -4.67

CARTESIAN COORDINATES (ANGSTROEM)
1 O 2.03 0.78 2.21
2 V 2.05 -0.71 2.67
3 O 1.63 -0.91 4.17
4 C -3.51 -2.05 2.52
5 C -2.74 -2.04 1.08
6 C -3.37 -0.92 0.32
7 O -1.33 -2.00 1.11
8 H -3.25 -1.16 3.08
9 H -3.36 -2.97 3.09
10 H -4.58 -1.97 2.34
11 H -3.18 -2.89 0.55
12 H -3.09 0.03 0.78
13 H -4.46 -0.96 0.33
14 H -3.09 -0.90 -0.73
15 C 6.79 -4.09 2.37
16 C 5.66 -3.09 2.13
17 O 5.59 -2.01 2.83
18 O 4.59 -3.42 1.56
19 H 7.30 -3.88 3.31
20 H 7.43 -3.85 1.52
21 H 6.37 -5.09 2.36
22 C 2.13 -0.71 -2.59
23 O 1.14 -1.71 -2.84
24 H 3.06 -0.99 -2.07
25 H 2.29 -0.21 -3.54
26 H 1.71 0.05 -1.93
27 H 0.57 -1.81 -2.07
28 C 0.12 -6.40 4.34
29 O 1.37 -6.72 3.77
30 H 0.11 -5.55 5.02
31 H -0.74 -6.44 3.68
32 H -0.16 -7.31 4.87
33 H 2.02 -6.40 4.40
34 O 0.44 5.16 -4.04
35 S -0.13 6.15 -3.09
36 O 0.81 7.22 -2.63
37 O -1.60 6.69 -3.57
38 C -2.46 5.74 -4.30
39 C -3.81 6.48 -4.66
40 C -0.73 5.24 -1.57
41 H -2.71 4.85 -3.72
42 H -1.91 5.43 -5.19
43 H -3.57 7.43 -5.13
44 H -4.36 6.57 -3.72
45 H -4.43 5.91 -5.35
46 H 0.07 4.77 -1.00
47 H -1.61 4.60 -1.69
48 H -1.13 6.07 -0.99

***

5.
The following is a quantum chemistry calculation of a structure of composition C26H22Cl2O2Zn in a non-equilibrium geometry, from the OMol25 dataset.

Properties
- orbital gap (eV) = 2.86
- LUMO level (eV) = 3.36
- charge = -2
- HOMO level (eV) = 0.50

CARTESIAN COORDINATES (ANGSTROEM)
1 C -7.14 -1.24 2.33
2 C -6.08 -2.34 2.21
3 C -4.81 -1.58 2.07
4 C -5.11 -0.19 2.16
5 O -6.44 0.07 2.29
6 C -4.11 0.79 2.11
7 C -2.79 0.39 2.02
8 C -2.45 -0.99 1.81
9 C -1.17 -1.50 1.51
10 C 0.13 -0.99 1.74
11 C 1.16 -1.97 1.91
12 C 2.46 -1.57 2.15
13 C 2.75 -0.19 2.29
14 O 4.08 0.08 2.43
15 C 4.79 -1.22 2.37
16 C 3.74 -2.34 2.24
17 C 1.76 0.79 2.15
18 C 0.49 0.40 1.78
19 C -3.50 -1.97 1.89
20 H -7.85 -1.24 1.50
21 H -7.69 -1.29 3.28
22 H -6.09 -2.98 3.11
23 H -6.29 -2.99 1.35
24 H -4.42 1.83 2.15
25 H -2.01 1.14 2.08
26 H -1.17 -2.55 1.19
27 H 0.91 -3.03 1.85
28 H 5.46 -1.19 1.50
29 H 5.39 -1.31 3.28
30 H 3.78 -2.99 3.12
31 H 3.93 -2.96 1.36
32 H 2.06 1.83 2.28
33 H -0.21 1.17 1.47
34 H -3.25 -3.03 1.81
35 Cl 0.84 5.99 -1.83
36 Zn 1.78 4.54 -0.60
37 Cl 2.74 2.63 -0.41
38 C 1.23 3.17 -4.25
39 C 0.06 2.61 -3.67
40 C 0.30 1.23 -3.42
41 C 1.60 0.90 -3.92
42 C 2.21 2.14 -4.38
43 C 3.54 2.15 -4.81
44 C 4.21 0.93 -4.95
45 C 3.57 -0.29 -4.64
46 C 2.29 -0.31 -4.08
47 H 1.41 4.23 -4.47
48 H -0.86 3.16 -3.46
49 H -0.39 0.51 -2.97
50 H 4.05 3.11 -4.96
51 H 5.25 0.92 -5.28
52 H 4.09 -1.23 -4.85
53 H 1.78 -1.25 -3.82

***

6.
The following is a quantum chemistry calculation of a structure of composition C30H42AsIN5O5SSr in a non-equilibrium geometry, from the OMol25 dataset.

Properties
- orbital gap (eV) = 6.41
- LUMO level (eV) = 2.13
- charge = -1
- HOMO level (eV) = -4.28

CARTESIAN COORDINATES (ANGSTROEM)
1 Sr -0.04 -0.53 0.33
2 C -1.70 3.49 0.80
3 C -0.24 3.44 1.27
4 N 0.14 2.10 1.69
5 C 1.56 1.97 2.01
6 C 2.37 1.99 0.73
7 C 3.72 2.34 0.70
8 C 4.35 2.39 -0.54
9 C 3.62 2.13 -1.69
10 C 2.28 1.78 -1.56
11 C 1.37 1.50 -2.74
12 N -0.02 1.58 -2.36
13 C -0.50 2.95 -2.24
14 C -1.90 3.03 -1.65
15 N -2.11 2.62 -0.27
16 N 1.71 1.69 -0.37
17 H -1.92 4.52 0.51
18 H -2.33 3.27 1.67
19 H -0.11 4.18 2.08
20 H 0.43 3.73 0.45
21 H -0.45 1.77 2.44
22 H 1.72 1.03 2.53
23 H 1.92 2.78 2.67
24 H 4.25 2.57 1.61
25 H 5.39 2.65 -0.60
26 H 4.07 2.21 -2.67
27 H 1.58 0.49 -3.09
28 H 1.63 2.21 -3.55
29 H -0.60 1.03 -2.98
30 H -0.50 3.47 -3.21
31 H 0.20 3.49 -1.60
32 H -2.58 2.43 -2.27
33 H -2.23 4.07 -1.74
34 H -1.85 1.65 -0.09
35 O 1.30 -3.20 3.18
36 S 1.43 -2.61 1.88
37 O 2.66 -3.28 1.22
38 O 1.69 -1.15 1.91
39 O 0.28 -2.83 0.97
40 C -3.08 -1.20 -3.69
41 As -2.31 -1.56 -1.92
42 C -3.96 -2.14 -1.05
43 C -1.56 -3.33 -2.31
44 H -3.66 -2.05 -4.04
45 H -2.28 -0.99 -4.41
46 H -3.72 -0.33 -3.62
47 H -4.52 -2.82 -1.68
48 H -4.57 -1.27 -0.79
49 H -3.69 -2.64 -0.12
50 H -2.35 -4.07 -2.43
51 H -0.91 -3.62 -1.49
52 H -0.96 -3.29 -3.22
53 N 2.51 -3.06 -1.42
54 C 1.83 -2.24 -2.14
55 O 1.15 -1.25 -1.74
56 C 1.82 -2.30 -3.68
57 I 2.12 -4.21 -4.59
58 H 2.67 -3.07 0.19
59 H 2.95 -3.78 -1.97
60 H 2.62 -1.66 -4.07
61 H 0.87 -1.94 -4.05
62 C -3.19 -0.46 7.08
63 C -3.85 0.31 6.13
64 C -3.37 0.40 4.84
65 C -2.21 -0.29 4.45
66 C -1.55 -1.04 5.42
67 C -2.03 -1.13 6.72
68 C -1.65 -0.23 3.08
69 C -2.27 -0.14 1.90
70 C -3.74 -0.21 1.82
71 C -4.51 0.79 1.22
72 C -5.89 0.67 1.11
73 C -6.54 -0.47 1.56
74 C -5.79 -1.48 2.15
75 C -4.42 -1.35 2.29
76 H -3.57 -0.53 8.09
77 H -4.75 0.85 6.40
78 H -3.89 1.00 4.10
79 H -0.65 -1.58 5.14
80 H -1.50 -1.74 7.45
81 H -0.56 -0.35 3.10
82 H -4.01 1.67 0.82
83 H -6.46 1.47 0.64
84 H -7.61 -0.57 1.46
85 H -6.28 -2.38 2.52
86 H -3.84 -2.14 2.75

***

7.
The following is a quantum chemistry calculation of an isolated molecule of C2H4OS2 in a non-equilibrium geometry, from the OMol25 dataset.

Properties
- orbital gap (eV) = 9.16
- SMILES = C=C[S@H](=O)=S
- LUMO level (eV) = 0.05
- HOMO level (eV) = -9.10

CARTESIAN COORDINATES (ANGSTROEM)
1 C -1.39 -0.12 -0.78
2 C -0.48 -0.43 0.16
3 S 1.07 0.45 0.47
4 O 1.17 1.76 -0.10
5 S 2.46 -0.75 -0.23
6 H -2.35 -0.69 -0.86
7 H -0.92 0.47 -1.53
8 H -0.65 -1.26 0.99
9 H 1.10 0.56 1.88